Below is 2 unconnected molecules or ions with the total composition H2N5O2 in a non-equilibrium geometry, with properties calculated with the ωB97M-V functional and the def2-TZVPD basis.

<S²> = 2.026
E = -425.24078 a.u.
frontier orbital gap (alpha / beta) = 4.8 / 7.4 eV
ΔE to the lowest compared entry with this formula, charge and spin = 2.3 kcal per mole
net charge = -1
2S+1 = 3

CARTESIAN COORDINATES (ANGSTROEM)
N1 -2.2902 0.4966 0.1001
N2 -1.4632 1.3149 0.0349
N3 1.6891 -0.0284 0.0254
N4 -3.1603 -0.1912 -0.3379
N5 2.9411 0.3785 0.0448
O1 -3.9026 -1.0995 0.1723
O2 3.7973 -0.5155 -0.0797
H1 0.9475 0.6551 0.1198
H2 1.4413 -1.0106 -0.0796

Atoms 1-6, force components in eV/Å:
N 1.05 -1.61 7.21
N 2.66 2.79 -1.67
N 0.42 -0.05 0.01
N -4.79 -1.90 -7.46
N 0.38 -1.25 -0.17
O 1.36 0.61 1.92

Below is 2 unconnected molecules or ions with the total composition H2N6O in a non-equilibrium geometry, with properties calculated with the ωB97M-V functional and the def2-TZVPD basis.

E = -404.75388 a.u.
frontier orbital gap = 9.4 eV
ΔE to the lowest compared entry with this formula, charge and spin = 33.4 kcal per mole

CARTESIAN COORDINATES (ANGSTROEM)
N1 1.2565 1.2244 1.8814
N2 0.3786 -1.9164 0.0643
N3 0.7099 1.0732 0.9324
N4 1.1675 -2.6419 0.4641
N5 0.2341 0.6129 -0.0461
N6 -0.7686 1.2090 -0.8322
O1 -0.3777 -1.2374 -0.5062
H1 -0.8471 0.5386 -1.6246
H2 -1.7531 1.1376 -0.3331

Atoms 1-6, force components in eV/Å:
N 1.76 0.97 3.24
N 2.65 -3.38 0.16
N -0.86 1.05 -0.39
N -2.06 2.25 -0.42
N 0.17 1.21 -2.35
N -2.41 0.03 0.59

Below is a molecular structure, H2NO2P in a non-equilibrium geometry, with properties calculated with the ωB97M-V functional and the def2-TZVPD basis.

E = -547.64900 a.u.
frontier orbital gap = 7.8 eV
ΔE to the lowest compared entry with this formula, charge and spin = 103.2 kcal per mole

CARTESIAN COORDINATES (ANGSTROEM)
N1 -1.7900 -0.3599 -0.1991
O1 -2.5115 0.4110 0.2818
O2 -0.1949 0.3401 0.1842
P1 1.1291 -0.5986 0.2146
H1 1.5943 -0.3165 -1.1583
H2 1.7730 0.5239 0.6768

Atomic forces in eV per Å
N -0.30 3.93 2.68
O 2.22 -3.02 -2.01
O -3.21 -0.64 -0.54
P 0.16 -0.25 -1.44
H -0.03 -0.41 0.76
H 1.17 0.39 0.55

Below is a gas-phase ion, H2NO2S (charge -1) in a non-equilibrium geometry, with properties calculated with the ωB97M-V functional and the def2-TZVPD basis.

E = -604.65340 a.u.
frontier orbital gap = 7.7 eV
ΔE to the lowest compared entry with this formula, charge and spin = 0.0 kcal per mole
net charge = -1

CARTESIAN COORDINATES (ANGSTROEM)
N1 0.9897 0.0506 -0.3938
O1 -1.4685 0.8552 0.4715
O2 -1.0683 -1.5803 0.1662
S1 -0.9867 -0.2402 -0.3983
H1 1.1000 1.0461 -0.3252
H2 1.4338 -0.1314 0.4797

Atomic forces in eV per Å
N -1.07 -0.02 -0.84
O -0.03 -0.28 0.18
O -0.12 -0.66 0.66
S 1.70 1.20 -0.59
H -0.45 1.06 -0.69
H -0.03 -1.29 1.27

Below is a gas-phase ion, H2NO2S (charge -1) in a non-equilibrium geometry, with properties calculated with the ωB97M-V functional and the def2-TZVPD basis.

structure (SMILES) = ONO[S-]
E = -604.51979 a.u.
frontier orbital gap = 7.3 eV
ΔE to the lowest compared entry with this formula, charge and spin = 83.8 kcal per mole
net charge = -1

CARTESIAN COORDINATES (ANGSTROEM)
O1 -0.6038 -0.6433 0.4968
N1 -0.7671 0.4936 -0.2634
O2 -0.5036 0.3373 -1.5021
S1 1.3621 -0.2584 -1.8370
H1 0.2750 -1.0543 0.0811
H2 -0.1683 1.1209 0.1616

Atomic forces in eV per Å
O 1.95 -2.50 -0.41
N -2.66 0.24 1.63
O 2.11 -1.08 -3.42
S -1.61 0.50 0.61
H -1.70 0.94 0.81
H 1.92 1.90 0.78

Below is 2 unconnected molecules or ions with the total composition H2NO3S in a non-equilibrium geometry, with properties calculated with the ωB97M-V functional and the def2-TZVPD basis.

E = -679.81119 a.u.
frontier orbital gap = 7.6 eV
ΔE to the lowest compared entry with this formula, charge and spin = 84.5 kcal per mole
net charge = -1

CARTESIAN COORDINATES (ANGSTROEM)
N1 0.2714 0.1289 0.4642
O1 1.2085 1.2423 0.1174
O2 2.6383 -0.9539 0.3935
O3 -2.0677 -0.0001 -0.5726
S1 1.5741 -0.2807 -0.3764
H1 -1.0974 0.1259 -0.2524
H2 -2.5273 -0.2625 0.2264

Atoms 1-6, force components in eV/Å:
N -0.48 -1.03 0.55
O 1.12 0.84 -0.35
O -0.30 0.35 -0.29
O -0.26 0.05 -0.29
S 0.30 -0.11 0.34
H -0.33 -0.09 -0.05

Below is a gas-phase ion, H2NO3S2 (charge -1) in a non-equilibrium geometry, with properties calculated with the ωB97M-V functional and the def2-TZVPD basis.

E = -1078.04631 a.u.
frontier orbital gap = 7.3 eV
ΔE to the lowest compared entry with this formula, charge and spin = 40.7 kcal per mole
net charge = -1

CARTESIAN COORDINATES (ANGSTROEM)
N1 0.8856 0.2897 -0.3668
O1 -2.7151 0.7375 0.3734
O2 -1.4850 -0.7568 -1.1446
O3 -0.1346 0.7904 0.3813
S1 1.9672 -0.7138 0.5549
S2 -1.6782 -0.2844 0.2448
H1 2.7277 0.2845 1.0077
H2 0.4324 -0.3470 -1.0507

Atoms 1-6, force components in eV/Å:
N 0.52 -0.33 -0.82
O 0.22 0.10 0.04
O 0.09 -0.03 0.16
O -1.42 0.24 0.48
S -0.04 -0.46 0.12
S 0.17 0.05 -0.02

Below is a gas-phase ion, H2NO4P (charge -2) in a non-equilibrium geometry, with properties calculated with the ωB97M-V functional and the def2-TZVPD basis.

structure (SMILES) = NOP(=O)([O-])[O-]
E = -698.22358 a.u.
frontier orbital gap = 6.4 eV
ΔE to the lowest compared entry with this formula, charge and spin = 40.1 kcal per mole
net charge = -2

CARTESIAN COORDINATES (ANGSTROEM)
N1 0.4528 0.5870 -0.2773
O1 0.7882 -0.2401 -1.3430
P1 0.3685 -1.8636 -0.9146
O2 1.2615 -2.6605 -2.3909
O3 0.9439 -2.1569 0.4724
O4 -1.0992 -1.8526 -1.1128
H1 0.8912 0.2473 0.6445
H2 -0.6131 0.3759 -0.2620

Atoms 1-6, force components in eV/Å:
N -2.29 0.76 1.44
O 1.45 -1.19 0.18
P 4.56 -2.40 -5.07
O -2.60 2.14 4.76
O -0.37 0.37 -0.89
O -1.74 -0.18 0.45

Below is 2 unconnected molecules or ions with the total composition H2NOS in a non-equilibrium geometry, with properties calculated with the ωB97M-V functional and the def2-TZVPD basis.

E = -529.32232 a.u.
frontier orbital gap = 6.6 eV
ΔE to the lowest compared entry with this formula, charge and spin = 14.1 kcal per mole
net charge = -1

CARTESIAN COORDINATES (ANGSTROEM)
N1 1.0339 -1.2400 -0.9441
O1 0.5132 -2.0935 -1.6970
S1 -1.1984 0.9786 0.6853
H1 0.1948 -0.7000 -0.3832
H2 -0.1242 1.7899 0.2397

Atomic forces in eV per Å
N -2.87 -1.30 -0.97
O 1.36 2.24 2.00
S 1.37 0.67 -0.64
H 1.35 -0.74 -0.91
H -1.20 -0.87 0.52

Below is a molecular structure, H2NOS2 in a non-equilibrium geometry, with properties calculated with the ωB97M-V functional and the def2-TZVPD basis.

E = -927.47284 a.u.
frontier orbital gap (alpha / beta) = 6.7 / 6.7 eV
ΔE to the lowest compared entry with this formula, charge and spin = 71.2 kcal per mole
net charge = -1

CARTESIAN COORDINATES (ANGSTROEM)
N1 0.6097 -1.2629 -0.0396
O1 -1.6022 -0.5838 0.5296
S1 0.2574 2.4528 1.0244
S2 -0.3232 -0.0752 0.0193
H1 1.5887 -1.0078 0.0215
H2 -0.5304 0.4768 -1.5552

Atomic forces in eV per Å
N 1.59 -0.48 0.07
O 0.00 1.08 -0.67
S -0.31 -2.39 -0.89
S -1.37 2.51 -0.87
H 0.07 0.16 -0.16
H 0.01 -0.87 2.52

Question: Which of these has the lowest ΔE to the lowest compared entry with this formula, charge and spin?
Answer: number 4